# 1
Density functional theory data (the ωB97M-V functional and the def2-TZVPD basis) for one molecule with the formula C3H2N2O.

## Properties
- Relative energy (zero: lowest compared OMol25 entry of this formula, charge and spin): 84.2 kcal/mol
- M: 82.06 Da
- Highest occupied orbital energy (alpha / beta): -9.83 / -9.06 eV
- Orbital gap (alpha / beta): 8.54 / 8.08 eV

```
8
Properties=species:S:1:pos:R:3:forces:R:3
O 1.207 -0.380 0.960 -0.21 0.02 0.32
N -0.003 -1.955 -1.832 0.08 0.37 0.28
N -1.580 1.675 0.358 -1.22 -0.22 0.97
C 0.166 -0.270 0.110 -0.47 -1.50 -0.09
C -0.685 0.899 0.109 1.06 0.84 -0.95
C 0.098 -1.176 -0.980 0.01 0.08 0.13
H 0.868 -0.313 1.867 0.25 0.14 -0.12
H -0.071 1.519 -0.592 0.51 0.28 -0.53
```
Positions in Å, forces in eV/Å.


# 2
Density functional theory data (the ωB97M-V functional and the def2-TZVPD basis) for one molecule with the formula C3H2N2O.

## Properties
- SMILES: N#CC(O)C#N
- Relative energy (zero: lowest compared OMol25 entry of this formula, charge and spin): 18.8 kcal/mol
- M: 82.06 Da
- Highest occupied orbital energy: -12.25 eV
- Orbital gap: 12.30 eV

```
8
Properties=species:S:1:pos:R:3:forces:R:3
O -0.812 -0.134 0.999 -0.28 -0.29 0.09
N -0.633 2.485 -0.983 0.56 -1.23 0.39
N 1.720 -1.590 0.471 0.10 1.22 -0.72
C 1.176 -0.666 0.027 0.12 -0.70 0.35
C -0.304 1.431 -0.638 0.09 0.81 -0.26
C -0.133 0.020 -0.218 0.14 -0.10 -0.15
H -0.550 -0.581 -1.037 -0.29 0.06 0.07
H -0.453 -0.954 1.373 -0.45 0.23 0.22
```
Positions in Å, forces in eV/Å.


# 3
Density functional theory data (the ωB97M-V functional and the def2-TZVPD basis) for C3H2N2O as an isolated structure.

## Properties
- Relative energy (zero: lowest compared OMol25 entry of this formula, charge and spin): 77.9 kcal/mol
- M: 82.06 Da
- Highest occupied orbital energy: -9.56 eV
- Orbital gap: 9.29 eV

```
8
Properties=species:S:1:pos:R:3:forces:R:3
O -3.310 -2.039 0.950 0.40 -0.63 -1.02
N -0.391 0.647 1.473 1.98 3.17 1.82
N -1.457 0.085 1.770 0.36 0.04 -0.53
C -1.415 -0.659 0.557 1.54 -0.29 -1.40
C -0.101 0.018 0.196 1.62 -0.90 -0.71
C -2.340 -1.544 0.541 -2.71 -1.32 0.92
H 1.008 -0.481 0.284 -3.07 0.64 -0.37
H -0.103 0.699 -0.711 -0.11 -0.71 1.28
```
Positions in Å, forces in eV/Å.


# 4
Density functional theory data (the ωB97M-V functional and the def2-TZVPD basis) for C3H2N2O as an isolated structure.

## Properties
- Relative energy (zero: lowest compared OMol25 entry of this formula, charge and spin): 51.6 kcal/mol
- M: 82.06 Da
- Highest occupied orbital energy: -10.44 eV
- Orbital gap: 9.52 eV

```
8
Properties=species:S:1:pos:R:3:forces:R:3
O -1.552 2.063 0.026 -1.65 2.87 -0.24
N -0.754 -0.053 0.597 1.39 -0.31 -1.87
N 2.652 0.944 0.464 2.02 0.43 1.09
C -0.879 1.130 0.074 2.33 -2.40 -0.12
C 0.474 0.543 -0.687 -4.82 0.65 4.22
C 1.668 0.743 -0.062 0.30 -0.04 -0.53
H 0.216 -0.110 -1.417 0.10 -1.74 -2.34
H -0.699 -0.468 1.523 0.33 0.54 -0.22
```
Positions in Å, forces in eV/Å.


# 5
Density functional theory data (the ωB97M-V functional and the def2-TZVPD basis) for C3H2N2O2 as an isolated structure.

## Properties
- Relative energy (zero: lowest compared OMol25 entry of this formula, charge and spin): 45.4 kcal/mol
- M: 98.06 Da
- Highest occupied orbital energy: -11.12 eV
- Orbital gap: 10.89 eV

```
9
Properties=species:S:1:pos:R:3:forces:R:3
O -1.948 0.717 -1.344 -0.12 0.10 0.63
O -0.081 -1.071 0.449 -0.08 0.20 0.06
N 0.771 0.928 0.035 -0.30 -0.31 -0.16
N 1.271 -1.258 0.333 0.50 0.24 0.13
C -1.721 0.384 -0.212 -0.32 0.41 -0.43
C 1.723 -0.059 0.103 0.25 -0.20 0.07
C -0.302 0.238 0.229 0.20 -0.63 -0.43
H -2.486 0.018 0.488 -0.10 0.10 -0.04
H 2.774 0.102 -0.081 -0.04 0.09 0.17
```
Positions in Å, forces in eV/Å.


# 6
Density functional theory data (the ωB97M-V functional and the def2-TZVPD basis) for one molecule with the formula C3H2N2O2.

## Properties
- SMILES: [H]/N=C(/C#N)OC=O
- Relative energy (zero: lowest compared OMol25 entry of this formula, charge and spin): 24.2 kcal/mol
- M: 98.06 Da
- Highest occupied orbital energy: -11.65 eV
- Orbital gap: 11.41 eV

```
9
Properties=species:S:1:pos:R:3:forces:R:3
O 0.540 -0.652 0.280 0.00 -0.01 0.07
O 1.724 0.959 -0.831 -0.25 -0.60 0.37
N -1.711 -0.939 -0.114 0.36 0.07 0.02
N -1.548 2.249 0.561 0.81 -0.95 -0.31
C -1.061 1.230 0.315 -0.47 0.99 0.27
C 1.672 -0.057 -0.208 0.06 0.61 -0.32
C -0.739 -0.169 0.090 -0.44 -0.23 0.01
H 2.517 -0.700 0.067 -0.06 0.13 -0.01
H -1.394 -1.908 -0.170 0.00 -0.02 -0.10
```
Positions in Å, forces in eV/Å.


# 7
Density functional theory data (the ωB97M-V functional and the def2-TZVPD basis) for one molecule with the formula C3H2N2O2.

## Properties
- SMILES: N#C[C@@H]1C=NOO1
- Relative energy (zero: lowest compared OMol25 entry of this formula, charge and spin): 123.0 kcal/mol
- M: 98.06 Da
- Highest occupied orbital energy: -10.46 eV
- Orbital gap: 10.85 eV

```
9
Properties=species:S:1:pos:R:3:forces:R:3
O 2.026 0.091 -0.219 1.11 1.58 -1.42
O 0.894 0.873 -0.872 -1.21 -1.07 1.03
N 1.587 -0.731 0.622 -2.32 -1.70 1.33
N -2.329 1.404 0.288 -1.75 1.06 0.66
C -0.298 0.106 -0.486 3.64 -0.51 1.13
C 0.313 -0.919 0.626 0.82 2.25 -1.26
C -1.377 0.880 -0.026 0.40 0.34 0.40
H -0.199 -1.395 1.449 -0.06 -0.31 -0.37
H -0.617 -0.310 -1.383 -0.61 -1.65 -1.51
```
Positions in Å, forces in eV/Å.


# 8
Density functional theory data (the ωB97M-V functional and the def2-TZVPD basis) for one molecule with the formula C3H2N2O2.

## Properties
- SMILES: O=C=N/C=C\N=O
- Relative energy (zero: lowest compared OMol25 entry of this formula, charge and spin): 115.9 kcal/mol
- M: 98.06 Da
- Highest occupied orbital energy: -9.27 eV
- Orbital gap: 9.21 eV

```
9
Properties=species:S:1:pos:R:3:forces:R:3
O 0.262 1.448 -1.224 0.35 1.10 -2.08
O 2.013 -1.455 -0.625 -0.34 -1.23 -0.73
N -0.247 -0.871 -0.655 1.27 -2.87 -4.46
N 0.662 1.237 -0.144 -0.65 1.43 1.99
C -0.521 0.899 0.762 1.88 -0.83 -1.79
C -0.827 -0.315 0.389 -3.13 -1.59 3.33
C 0.854 -1.327 -0.697 2.30 1.19 0.71
H -1.371 -1.212 0.743 -1.04 1.79 1.37
H -0.827 1.597 1.451 -0.65 1.00 1.66
```
Positions in Å, forces in eV/Å.


# 9
Density functional theory data (the ωB97M-V functional and the def2-TZVPD basis) for one molecule with the formula C3H2N2O2.

## Properties
- SMILES: C=NOC(=O)C#N
- Relative energy (zero: lowest compared OMol25 entry of this formula, charge and spin): 81.3 kcal/mol
- M: 98.06 Da
- Highest occupied orbital energy: -11.55 eV
- Orbital gap: 11.15 eV

```
9
Properties=species:S:1:pos:R:3:forces:R:3
O 0.119 0.178 -0.068 -0.84 -1.08 0.65
O -2.065 0.949 0.504 4.20 -0.86 -0.62
N 0.488 2.811 1.805 -0.60 -1.49 -0.31
N -0.306 -1.199 -0.437 0.45 3.17 -0.03
C -0.826 0.914 0.502 -2.80 1.31 1.94
C -0.043 1.879 1.361 -0.08 1.74 -0.33
C 0.705 -1.685 -0.993 -1.10 -1.01 -0.68
H 0.185 -2.416 -1.541 0.80 -2.49 -0.76
H 1.742 -1.430 -1.133 -0.03 0.70 0.15
```
Positions in Å, forces in eV/Å.


# 10
Density functional theory data (the ωB97M-V functional and the def2-TZVPD basis) for C3H2N2O2 as an isolated structure.

## Properties
- Relative energy (zero: lowest compared OMol25 entry of this formula, charge and spin): 33.9 kcal/mol
- M: 98.06 Da
- Highest occupied orbital energy: -9.37 eV
- Orbital gap: 9.16 eV

```
9
Properties=species:S:1:pos:R:3:forces:R:3
O -4.350 0.722 0.223 1.27 0.06 -0.85
O -2.418 -2.143 -0.160 0.98 1.53 1.15
N 0.093 0.025 0.030 -0.68 -0.71 -0.11
N -2.038 1.059 -0.415 0.61 0.56 0.26
C -3.232 0.407 -0.043 -0.52 -1.60 1.96
C -2.261 -0.996 0.177 -2.24 -0.01 -2.39
C -1.213 0.110 -0.074 -1.35 -1.59 -0.11
H 0.523 -0.870 -0.222 0.14 0.93 0.51
H 0.484 0.923 0.054 1.79 0.84 -0.41
```
Positions in Å, forces in eV/Å.


- Which formula does entry 10 have?
  C3H2N2O2


- What is the relative energy (zero: lowest compared OMol25 entry of this formula, charge and spin) in the ninth record?
  81.3 kcal/mol